(1)
{
  "formula": "C31H73N2O14PS2",
  "method": "ωB97M-V with the def2-TZVPD basis set",
  "symbols": ["S", "S", "P", "O", "O", "O", "O", "O", "O", "O", "O", "O", "O", "O", "O", "O", "O", "N", "N", "C", "C", "C", "C", "C", "C", "C", "C", "C", "C", "C", "C", "C", "C", "C", "C", "C", "C", "C", "C", "C", "C", "C", "C", "C", "C", "C", "C", "C", "C", "C", "H", "H", "H", "H", "H", "H", "H", "H", "H", "H", "H", "H", "H", "H", "H", "H", "H", "H", "H", "H", "H", "H", "H", "H", "H", "H", "H", "H", "H", "H", "H", "H", "H", "H", "H", "H", "H", "H", "H", "H", "H", "H", "H", "H", "H", "H", "H", "H", "H", "H", "H", "H", "H", "H", "H", "H", "H", "H", "H", "H", "H", "H", "H", "H", "H", "H", "H", "H", "H", "H", "H", "H", "H"],
  "positions_angstrom": [[-1.41200, -2.50675, 0.73343], [-1.37143, 1.14300, -3.58502], [-0.09009, 1.18296, 0.29774], [3.93684, 1.35652, -2.01754], [-1.16068, 1.55728, -2.04905], [-0.22196, 0.06471, -3.61772], [2.25446, -2.90976, -0.87342], [-1.02239, 2.27204, -4.37568], [4.91476, -6.87430, 0.20144], [-3.23755, -0.13066, 2.14065], [-5.49570, -4.56335, 3.82479], [-2.62676, 0.52369, -3.78783], [3.92735, 4.31815, 1.59251], [1.60767, -6.92996, -0.04195], [-1.30247, 6.89635, -3.43805], [3.54003, -2.49396, 0.90220], [-4.85749, 6.63466, 2.28529], [-1.48841, -0.59538, -1.24569], [0.72576, 0.24781, 1.25511], [-2.16363, 5.40475, -5.13832], [-2.44502, 6.60139, -4.24508], [1.87798, -9.21685, -0.77272], [1.15122, -1.32237, -2.26951], [6.61549, -5.97808, -1.27237], [-6.44069, -4.10109, 1.64384], [0.64858, -8.66368, 1.34958], [-3.65887, 6.35833, -3.36185], [0.60837, 0.09591, -2.37049], [-3.99470, -1.51729, 3.96813], [-4.64602, 6.97486, 0.91502], [-5.54615, -5.01193, 2.47086], [4.89120, 2.04864, -1.22858], [-3.24619, 7.53396, 0.71570], [5.66025, 5.76850, 0.71765], [4.15968, -5.62657, -1.72020], [-3.81519, 0.98314, 4.21171], [2.61247, 1.57577, -1.56172], [2.66608, -3.11251, 0.37527], [4.91092, 1.59988, 0.22570], [1.65550, 1.16613, -2.68201], [2.25623, -1.50258, -1.23847], [-0.50403, 0.44688, -1.35669], [5.21658, -6.56359, -1.16849], [-6.01091, -6.45874, 2.40782], [-1.45477, -1.44089, -0.36965], [4.96864, 5.86803, 3.13392], [5.15378, 4.97897, 1.91467], [-3.23536, -0.26471, 3.56365], [0.98272, -8.21106, -0.06382], [-5.70990, 7.95397, 0.44269], [-4.55315, 6.16521, -3.95537], [5.18068, -7.51316, -1.70414], [-3.56288, -2.39792, 3.49395], [-7.46400, -4.12414, 2.02886], [0.13962, -9.62853, 1.34822], [5.86011, 1.86234, -1.68519], [4.12930, 2.08669, 0.80208], [2.09559, -0.92516, -0.33664], [-6.46083, -4.40664, 0.59717], [0.34720, -2.03413, -2.11431], [2.10553, -8.87805, -1.78402], [-2.49711, 6.81792, 1.05529], [-7.02198, -6.54936, 2.81426], [-4.15235, -0.03658, 1.85364], [4.33725, -5.39083, -2.77092], [-2.61078, 7.49031, -4.85513], [-1.29013, 5.59015, -5.76364], [1.56301, -8.75747, 1.94128], [4.60781, 5.28495, 3.98098], [-3.97912, -1.66585, 5.04813], [-4.85407, 1.12354, 3.90037], [4.22860, 6.64588, 2.92680], [-5.65163, 8.88246, 1.01741], [-3.78987, 0.91231, 5.29969], [5.79055, 5.11607, -0.14625], [-4.77796, 7.44287, 2.80281], [3.27538, 4.99615, 1.38355], [-1.94934, 4.52216, -4.53398], [6.67929, -5.04790, -0.70114], [-3.25671, 1.86870, 3.90763], [-1.37142, 1.49176, 0.76968], [2.43833, -7.01167, 0.44632], [-1.13187, 6.12165, -2.89175], [4.95460, -6.04657, 0.69476], [2.15760, -3.91776, 0.91023], [-3.48709, 5.49749, -2.70897], [7.35299, -6.66925, -0.86373], [4.93979, 6.54345, 0.44189], [4.67222, 3.12225, -1.25524], [6.61416, 6.24941, 0.93570], [2.46499, 0.99699, -0.65198], [-3.10963, 8.44976, 1.29754], [0.50259, 2.41236, -0.02473], [1.56307, -1.53530, -3.25651], [-4.74520, 6.03857, 0.36413], [5.85897, 4.18077, 2.14982], [-5.58561, 8.19611, -0.61371], [6.87611, -5.76277, -2.30913], [2.82517, -9.32054, -0.23700], [2.27741, 0.72789, -3.46282], [1.18607, 2.03501, -3.13316], [-3.01309, 5.18016, -5.78482], [3.22100, -1.26798, -1.68228], [1.60430, 0.68026, 1.52144], [5.90410, 6.35146, 3.41695], [-5.03782, -1.45440, 3.64618], [1.40411, -10.19772, -0.83252], [0.00761, -7.93290, 1.84346], [5.86144, 1.90169, 0.66606], [0.06024, -8.07791, -0.63111], [4.14933, -4.69042, -1.15891], [3.17242, -6.07354, -1.62246], [-3.05620, 7.76393, -0.33376], [-6.08912, -3.07044, 1.69811], [-6.70556, 7.53574, 0.58945], [4.82830, 0.51741, 0.32285], [-3.84389, 7.22467, -2.72457], [-4.52067, -4.94306, 2.10449], [-2.18643, -0.36725, 3.84586], [-6.38664, -4.61017, 4.18740], [-6.01922, -6.82879, 1.38191], [-5.35682, -7.09591, 3.00287], [2.49708, 2.64333, -1.34679]],
  "forces_ev_per_a": [[-0.116, -0.640, 0.291], [-0.033, 0.297, -0.365], [0.567, -0.372, 0.962], [-0.116, 0.073, -0.155], [0.033, -0.239, 0.251], [0.056, -0.237, 0.333], [-0.973, 0.357, 0.019], [0.108, 0.078, 0.107], [-0.128, -0.155, -0.049], [0.190, 0.155, -0.120], [0.169, 0.024, -0.014], [-0.035, -0.156, 0.071], [-0.008, -0.057, -0.018], [-0.154, 0.120, 0.074], [-0.033, 0.178, -0.036], [0.424, 0.623, 0.378], [-0.008, -0.164, -0.069], [0.570, -0.157, 0.659], [-0.121, 0.347, -0.331], [0.103, 0.099, -0.063], [-0.057, -0.365, 0.091], [0.002, 0.042, -0.106], [0.365, 0.232, -0.306], [0.057, -0.106, 0.074], [0.078, 0.110, 0.019], [-0.086, 0.099, 0.028], [-0.033, 0.168, 0.096], [-0.348, -0.412, -0.823], [0.106, -0.056, -0.096], [0.043, 0.362, 0.058], [-0.344, -0.058, -0.017], [-0.036, -0.205, 0.402], [0.106, -0.118, 0.000], [-0.003, -0.116, -0.079], [-0.108, -0.075, -0.096], [0.092, 0.066, -0.068], [0.369, 0.025, -0.393], [0.396, -0.436, 0.358], [0.128, 0.047, 0.004], [0.348, -0.229, 0.347], [0.223, -0.538, -0.439], [-0.760, 1.091, -0.708], [0.045, 0.346, 0.081], [0.108, -0.047, 0.067], [-0.003, 0.243, -0.219], [-0.039, -0.108, 0.085], [-0.085, 0.326, -0.036], [-0.333, -0.021, 0.138], [0.263, -0.185, 0.185], [-0.097, -0.084, 0.008], [0.002, -0.023, -0.006], [-0.039, -0.090, 0.120], [0.009, -0.016, 0.029], [-0.017, -0.060, -0.024], [0.012, -0.013, -0.002], [-0.029, 0.012, -0.185], [-0.078, -0.067, 0.066], [-0.040, 0.033, 0.127], [-0.010, -0.011, -0.003], [-0.103, 0.021, 0.172], [-0.031, 0.000, -0.011], [-0.013, -0.030, -0.021], [-0.034, 0.026, -0.054], [-0.026, -0.001, 0.014], [0.044, 0.013, 0.008], [0.078, 0.064, 0.038], [-0.016, 0.033, -0.020], [0.023, -0.056, -0.030], [0.024, -0.018, 0.001], [-0.015, 0.003, 0.007], [-0.027, -0.042, 0.043], [0.042, 0.042, -0.039], [0.056, 0.026, -0.033], [-0.013, -0.011, 0.004], [0.025, -0.017, 0.013], [-0.004, 0.007, 0.018], [0.007, 0.034, 0.030], [-0.069, -0.039, 0.000], [-0.037, 0.045, -0.051], [0.021, 0.000, 0.016], [-0.200, 0.037, -0.320], [0.096, -0.066, -0.137], [0.030, -0.027, -0.018], [0.067, 0.005, 0.014], [-0.258, -0.361, -0.447], [-0.004, -0.056, -0.060], [-0.007, -0.020, -0.021], [0.016, 0.043, 0.049], [0.093, 0.084, -0.151], [-0.001, 0.017, 0.008], [-0.177, 0.149, 0.192], [-0.071, 0.043, -0.036], [-0.225, 0.160, -0.234], [-0.047, -0.101, -0.046], [-0.014, -0.062, 0.060], [-0.051, -0.081, -0.009], [0.013, 0.013, 0.000], [-0.012, 0.018, -0.007], [-0.020, -0.020, 0.046], [0.003, -0.002, -0.075], [-0.150, 0.050, 0.097], [-0.014, -0.007, 0.014], [0.093, 0.214, 0.170], [0.095, -0.238, 0.110], [0.003, 0.016, -0.011], [-0.027, 0.042, 0.055], [0.002, -0.007, 0.010], [-0.020, -0.003, -0.020], [0.028, 0.011, 0.096], [0.001, 0.080, -0.020], [0.142, 0.046, -0.044], [-0.040, 0.003, -0.049], [0.009, 0.014, 0.001], [0.031, -0.007, -0.015], [0.003, -0.022, -0.017], [0.011, -0.079, -0.096], [-0.020, 0.015, -0.028], [0.044, 0.031, 0.066], [0.054, 0.008, -0.117], [-0.017, -0.014, -0.004], [-0.015, 0.006, -0.007], [0.022, 0.006, -0.014], [-0.102, 0.020, 0.206]],
  "smiles": "CCOCC[C@]1(CCOC=O)OS(=O)(=O)O[C@]1(N=C=S)[PH2]=N.CC(C)O.CC(C)O.CC(C)O.CC(C)O.CC(C)O.CC(C)O.CC(C)O",
  "homo_lumo_gap_ha": 0.3462
}

***

(2)
{
  "formula": "C31H73N3O7",
  "method": "ωB97M-V with the def2-TZVPD basis set",
  "symbols": ["O", "O", "O", "O", "O", "O", "O", "N", "N", "N", "C", "C", "C", "C", "C", "C", "C", "C", "C", "C", "C", "C", "C", "C", "C", "C", "C", "C", "C", "C", "C", "C", "C", "C", "C", "C", "C", "C", "C", "C", "C", "H", "H", "H", "H", "H", "H", "H", "H", "H", "H", "H", "H", "H", "H", "H", "H", "H", "H", "H", "H", "H", "H", "H", "H", "H", "H", "H", "H", "H", "H", "H", "H", "H", "H", "H", "H", "H", "H", "H", "H", "H", "H", "H", "H", "H", "H", "H", "H", "H", "H", "H", "H", "H", "H", "H", "H", "H", "H", "H", "H", "H", "H", "H", "H", "H", "H", "H", "H", "H", "H", "H", "H", "H"],
  "positions_angstrom": [[-12.93859, 3.20656, -3.88569], [-16.93728, 8.97602, 7.41834], [-13.89691, 3.17875, 4.88070], [-20.18593, 2.18760, 3.85425], [-13.11739, 5.54438, 3.71648], [-16.46552, 5.68676, 7.39837], [-10.99116, 6.50375, 2.03220], [-15.60225, 8.73530, 7.79644], [-19.19882, 3.15483, 3.55515], [-13.67109, 2.97285, -2.71005], [-15.43339, 8.83592, 9.25242], [-10.55015, 7.76084, 2.51019], [-12.95403, 9.28071, 8.84407], [-13.59223, 4.03274, -1.72587], [-17.94898, 4.36103, 1.84910], [-14.81784, 8.77441, 5.50948], [-20.31506, 3.73394, 1.41786], [-19.16018, 4.21559, 4.54386], [-14.90311, 10.92816, 6.73249], [-14.70147, 1.08457, -3.83786], [-18.88676, 3.59508, 5.92387], [-16.34476, 7.81100, 9.91895], [-17.99253, 5.12921, 4.21016], [-20.43369, 5.04343, 4.67306], [-18.03043, 5.58577, 2.74754], [-14.80243, 3.89262, -0.80033], [-15.23138, 1.58033, -1.49224], [-13.67869, 5.37938, -2.42433], [-12.96844, 0.68986, -2.12850], [-14.68212, 9.42066, 6.89181], [-15.50167, 4.76311, 6.92062], [-14.88829, 2.47146, -0.28721], [-12.29277, 3.99241, -0.89972], [-13.99698, 8.48185, 9.61754], [-18.54244, 1.99172, 1.54667], [-15.74727, 10.23603, 9.82909], [-14.26111, 6.04428, 3.01498], [-13.24793, 9.14825, 7.35406], [-19.02334, 3.31785, 2.12598], [-14.12838, 1.59988, -2.53132], [-14.80306, 2.46176, 4.03412], [-19.33436, 1.23822, 1.58703], [-16.22073, 1.88645, -1.83900], [-17.11625, 9.91815, 7.56455], [-15.68506, 4.16469, -1.38101], [-15.64715, 9.21212, 4.95121], [-18.41277, 4.26528, 6.64008], [-15.88556, 11.17513, 6.31731], [-14.95349, 10.94646, 9.62616], [-17.18434, 6.25812, 2.62073], [-12.73188, 5.62468, -2.90600], [-10.38058, 7.77441, 3.59232], [-15.16941, 5.78321, 3.56099], [-19.82761, 3.29246, 6.40126], [-14.31029, 5.62839, 2.00449], [-9.61628, 7.99326, 2.00034], [-11.46244, 4.28782, -1.54537], [-16.00004, 6.49227, 7.65334], [-14.44844, 5.34724, -3.19408], [-14.77865, 4.49904, 7.70836], [-16.16312, 7.84293, 10.99941], [-13.27165, 4.60842, 3.91142], [-14.24448, 1.83039, 3.33956], [-14.96104, 7.69872, 5.60992], [-15.53692, 1.67277, -4.20783], [-14.86311, 5.24970, 6.17488], [-12.08108, 3.00659, -0.48068], [-18.98110, 6.10079, 2.60811], [-11.70315, 6.22246, 2.62767], [-14.75335, 11.50362, 7.64531], [-17.39473, 8.08320, 9.80780], [-18.33177, 2.65497, 5.85488], [-12.14404, 0.74838, -2.84100], [-15.00388, 0.04532, -3.68501], [-17.06010, 4.59067, 4.42263], [-15.48075, 1.83789, 4.62328], [-21.26662, 4.41400, 5.00047], [-21.16750, 3.16766, 1.80462], [-15.92993, 10.17808, 10.90092], [-15.59908, 2.36244, 0.54169], [-12.05306, 2.84569, -3.73427], [-15.36931, 0.56032, -1.11067], [-13.59843, 2.53409, 5.52780], [-13.91695, 8.94175, 4.91356], [-11.93333, 8.92536, 8.98290], [-17.70742, 1.60499, 2.14502], [-17.96126, 6.00344, 4.86344], [-13.86673, 6.16506, -1.69116], [-15.43572, 3.15988, 3.49026], [-20.31786, 5.82856, 5.42092], [-13.77850, 7.43021, 9.38229], [-20.75585, 5.49948, 3.73482], [-12.28486, 4.64491, -0.02138], [-18.00121, 4.73348, 0.81656], [-16.16450, 6.78855, 9.60302], [-19.67133, 1.41950, 4.12198], [-16.04820, 3.90350, 6.55400], [-12.55811, 0.91675, -1.14052], [-13.28674, -0.35543, -2.04839], [-12.97329, 10.32844, 9.16710], [-13.92245, 1.05918, -4.60187], [-14.15242, 7.12432, 2.96128], [-20.58305, 4.76901, 1.65683], [-14.64006, 4.59373, 0.02207], [-13.98305, 2.06212, 0.17684], [-14.19596, 11.32602, 6.00016], [-16.94251, 3.92314, 1.86657], [-11.26412, 8.56767, 2.29423], [-12.55830, 9.70522, 6.72336], [-13.11182, 8.07543, 7.14680], [-16.67316, 10.61519, 9.38443], [-18.17972, 2.01931, 0.51778], [-13.89838, 8.58210, 10.69920], [-20.27310, 3.63763, 0.33406]],
  "forces_ev_per_a": [[0.210, -0.264, 0.313], [-0.090, 0.009, -0.036], [-0.384, -0.466, -0.201], [-0.222, 0.199, -0.098], [-0.141, 0.336, -0.405], [-0.110, -0.238, 0.111], [-0.122, 0.254, 0.265], [0.045, -0.540, 0.117], [1.033, -0.602, 0.397], [-0.984, 0.432, -0.698], [0.065, 0.293, 0.441], [-0.019, 0.163, -0.132], [-0.358, 0.870, -0.208], [0.265, -0.012, 0.530], [0.710, 0.959, -0.576], [-0.133, 0.156, -0.256], [-0.836, 0.407, 0.471], [0.094, 0.481, 0.822], [-0.104, 0.440, -0.104], [0.423, -0.564, -0.414], [-0.775, -0.757, 0.472], [-0.269, 0.422, 0.750], [0.482, 0.169, -0.450], [-0.839, -0.081, -0.190], [0.125, -0.749, 1.137], [0.943, -0.111, 0.392], [-0.354, -0.267, 1.780], [0.340, 0.131, -0.202], [0.173, -0.560, 0.643], [0.476, 0.427, -0.324], [0.594, 1.048, 0.445], [-0.447, -0.702, 0.087], [0.314, -0.176, 0.179], [0.801, -0.526, -0.342], [0.102, -0.923, 0.318], [-0.462, -0.242, -0.381], [0.386, -0.382, 0.315], [-0.241, -1.087, 0.263], [-0.265, 0.261, -0.996], [0.167, 0.387, -0.284], [-0.094, -0.238, 0.101], [0.009, 0.081, -0.032], [0.203, 0.116, -0.558], [0.023, 0.007, -0.006], [-0.221, -0.048, 0.239], [-0.118, -0.206, 0.055], [0.193, 0.207, -0.288], [-0.039, -0.122, 0.168], [0.024, 0.092, 0.116], [-0.151, 0.199, -0.491], [-0.063, -0.021, -0.099], [0.094, -0.163, -0.032], [-0.127, 0.142, -0.037], [0.009, 0.082, -0.155], [-0.064, 0.084, -0.033], [0.025, 0.046, 0.066], [0.112, -0.088, 0.138], [-0.101, 0.341, -0.163], [-0.124, 0.161, 0.095], [-0.339, -0.414, 0.081], [0.118, -0.011, -0.080], [0.155, 0.070, 0.274], [-0.128, 0.022, -0.116], [-0.059, 0.004, -0.022], [-0.047, 0.101, 0.108], [-0.306, -0.384, -0.471], [-0.043, -0.097, -0.276], [0.167, 0.295, -0.300], [0.011, -0.340, -0.021], [-0.030, -0.083, 0.036], [0.002, -0.217, -0.287], [0.367, 0.253, -0.159], [-0.058, -0.030, -0.096], [-0.230, 0.074, -0.025], [-0.012, -0.041, -0.187], [0.055, -0.014, 0.008], [0.096, -0.038, -0.043], [0.189, -0.275, -0.198], [0.145, -0.011, 0.043], [-0.379, 0.081, -0.409], [0.122, 0.069, -0.005], [0.126, -0.050, -0.315], [0.295, 0.235, 0.115], [0.038, 0.054, 0.100], [-0.055, -0.099, 0.377], [-0.069, 0.121, 0.033], [-0.280, -0.129, 0.190], [-0.173, -0.007, -0.013], [0.201, 0.176, -0.056], [0.123, 0.010, -0.006], [-0.395, -0.024, 0.090], [0.162, 0.080, 0.028], [-0.157, 0.335, -0.279], [-0.407, -0.408, -0.036], [-0.077, -0.006, -0.221], [-0.066, -0.037, 0.052], [0.233, -0.153, -0.186], [-0.070, 0.270, -0.090], [0.003, 0.057, -0.293], [0.098, -0.030, -0.093], [-0.120, 0.098, -0.050], [-0.123, 0.047, -0.046], [0.255, 0.029, -0.170], [-0.275, 0.127, -0.094], [0.318, 0.580, -0.224], [0.070, -0.153, 0.020], [-0.075, -0.088, 0.499], [0.005, -0.085, -0.097], [0.055, 0.061, 0.028], [0.280, 0.145, -0.193], [0.055, 0.110, 0.101], [-0.197, 0.444, -0.063], [0.109, 0.100, 0.010], [0.135, -0.092, -0.009]],
  "smiles": "CC1(C)CCCC(C)(C)N1O.CC1(C)CCCC(C)(C)N1O.CC1(C)CCCC(C)(C)N1O.CO.CO.CO.CO",
  "homo_lumo_gap_ha": 0.3044,
  "relative_energy_kcal_mol": 0.0
}